The following is a DFT calculation (ωB97M-V/def2-TZVPD) of an isolated molecule of C21H18N4O3S.

```
! wB97M-V def2-TZVPD RIJCOSX def2/J DEFGRID3
* xyz 0 1
H 1.334 4.757 -2.565
H -0.228 0.854 3.467
C 0.864 -2.156 2.294
H 3.860 -3.347 3.288
H 1.353 0.924 5.087
C -1.317 1.044 -4.023
S -1.497 -3.249 -1.565
O -0.097 -4.758 1.293
C -0.332 3.177 -0.231
N -1.534 -0.852 -0.402
H -1.691 1.473 -7.239
O -1.453 2.385 -4.121
H -0.812 -1.694 1.192
O 0.337 2.967 -2.350
H 0.587 5.188 0.019
C 1.930 -3.036 2.432
N -1.206 0.404 -0.396
C -0.340 2.369 -1.345
C 2.111 0.817 4.311
H -1.746 3.703 -5.675
C 0.885 -0.899 2.917
C -1.401 0.473 -5.275
C 0.383 4.335 -0.595
C -0.306 0.009 2.792
H -0.793 2.957 0.709
C -1.149 0.392 -2.755
H -0.401 0.395 1.776
C 3.031 -2.664 3.178
H -1.221 -0.531 3.036
H 1.976 1.618 3.587
N -0.256 -2.484 1.512
H -1.328 -0.573 -5.490
C -1.423 -1.517 -1.554
C -1.588 1.536 -6.176
C -0.633 -3.698 1.056
N -1.326 -0.919 -2.735
H 1.887 -4.003 1.961
C 2.014 -0.528 3.648
H 3.945 -1.126 4.342
C -1.889 -3.628 0.182
H 3.087 0.936 4.775
H -2.602 -2.884 0.530
C 0.767 4.146 -1.890
C 3.075 -1.417 3.770
H -2.344 -4.617 0.149
C -0.894 1.052 -1.509
C -1.616 2.670 -5.414
*
```

Properties
DFT total energy: -45005.9279 eV
gap between HOMO and LUMO: 7.454 eV


The following is a DFT calculation (ωB97M-V/def2-TZVPD) of an isolated molecule of C21H18N4O6S.

```
! wB97M-V def2-TZVPD RIJCOSX def2/J DEFGRID3
* xyz 0 1
H -9.261 -4.146 0.816
H 5.454 -3.176 -0.332
C -1.719 0.050 0.146
C 4.410 0.834 0.064
O -6.245 1.981 -0.870
H -7.098 -3.185 1.654
O -7.574 0.323 -1.162
H -9.237 -2.987 -0.526
N 5.233 -0.289 -0.033
H 4.739 -1.167 -0.094
C -8.932 -3.160 0.502
C -3.139 -0.382 0.130
N -6.519 0.800 -0.817
C 6.602 -0.347 -0.053
C 3.036 0.624 0.074
H 2.645 -0.384 0.010
C 6.503 -2.957 -0.302
H 7.438 -4.967 -0.491
C 8.702 -3.192 -0.309
C -7.420 -3.059 0.612
H -9.401 -2.408 1.129
H -4.043 1.411 -0.688
C 4.903 2.135 0.147
O 7.339 0.611 0.021
N 0.795 1.358 0.168
C 2.645 2.990 0.247
C -5.488 -0.078 -0.317
H 4.397 4.196 0.302
H 9.729 -3.499 -0.331
C -3.421 -1.686 0.546
H -2.599 -2.310 0.862
C -4.707 -2.173 0.563
O 8.451 -1.892 -0.184
N -1.518 1.397 0.202
O -0.807 -0.764 0.127
H 5.965 2.306 0.141
H -2.323 2.010 0.260
C -0.312 2.107 0.224
C -4.189 0.410 -0.307
C 7.113 -1.729 -0.178
C 2.148 1.693 0.165
H -6.938 -3.827 -0.008
H -4.883 -3.180 0.904
O -7.055 -1.768 0.147
C 7.541 -3.906 -0.387
C -5.785 -1.383 0.136
H 0.604 0.351 0.123
H 1.976 3.830 0.318
C 4.014 3.190 0.237
S -0.463 3.745 0.313
*
```

Properties
DFT total energy: -51147.5111 eV
gap between HOMO and LUMO: 7.678 eV


The following is a DFT calculation (ωB97M-V/def2-TZVPD) of a cluster of 2 separate species, C21H18NO4S in total.

```
! wB97M-V def2-TZVPD RIJCOSX def2/J DEFGRID3
* xyz -1 1
H -1.139 -1.677 -2.296
H 2.782 -0.942 -0.659
H -4.171 1.100 1.745
H -2.334 -0.203 0.709
C -0.759 1.129 1.379
C 0.298 0.286 0.917
C -2.152 1.591 -2.127
C 2.967 -1.624 0.165
C 2.562 -1.279 1.448
H 3.915 -3.079 -1.094
H -4.125 2.314 -2.565
O 3.315 -0.417 -2.829
C 1.107 -0.190 -2.118
H -1.731 2.576 -1.912
H 2.393 -1.902 3.506
C -2.120 0.727 1.239
S 1.830 0.359 1.713
H -1.320 4.071 3.059
H -3.560 -1.968 -2.809
N 2.345 0.327 -2.518
O 2.408 1.583 -2.591
O 2.710 1.280 1.028
C -2.862 2.664 2.478
C 3.831 -3.720 0.988
O 1.687 0.442 3.148
H 0.999 -1.276 -2.107
H 0.523 2.768 2.035
C -3.484 1.435 -2.479
C -0.503 2.393 1.990
C 2.750 -2.167 2.513
C -4.004 0.154 -2.720
H 4.343 -4.667 0.806
C -3.165 -0.965 -2.631
H 0.403 1.699 -1.463
H -3.664 3.227 2.950
C 0.114 0.691 -1.763
C 3.603 -2.842 -0.075
C -1.809 -0.814 -2.329
C -1.281 0.473 -2.062
H 3.556 -4.077 3.109
H 0.087 -0.725 0.578
C -3.144 1.469 1.807
H -5.055 0.030 -2.983
C -1.539 3.131 2.543
C 3.395 -3.386 2.279
*
```

Properties
DFT total energy: -42580.7948 eV
gap between HOMO and LUMO: 5.057 eV


The following is a DFT calculation (ωB97M-V/def2-TZVPD) of a cluster of 4 separate species, C21H19BO10 in total.

```
! wB97M-V def2-TZVPD RIJCOSX def2/J DEFGRID3
* xyz 0 1
H -1.742 -0.624 -1.348
C 3.662 1.388 -0.806
H -5.901 1.593 -3.068
C 2.536 0.909 -1.926
C -3.625 -0.922 -2.418
H -10.026 1.025 1.992
H 9.015 -2.914 4.839
C -5.019 1.074 -2.714
O 7.446 -0.629 1.332
H 7.498 -5.099 1.390
C -4.836 -0.236 -2.908
C -9.089 1.388 1.589
H 8.500 -0.758 3.702
H -8.021 -0.436 1.771
H -5.776 2.902 0.100
C -6.745 1.123 0.919
H -5.561 -0.849 -3.431
C 8.300 -1.718 3.240
C -8.013 0.605 1.471
O 0.867 -1.193 -1.565
O 0.278 0.951 -0.299
O 8.552 -5.229 3.759
H 3.045 0.114 -2.655
O 5.333 -1.712 -1.094
H 6.279 0.199 -1.429
C 8.576 -2.874 3.850
H 2.203 1.878 -2.523
C -9.057 2.805 1.172
H 0.459 0.693 0.654
H -2.082 1.817 -0.985
C 7.421 -2.983 1.242
C 7.698 -4.140 1.852
C -2.807 1.204 -1.507
C 8.297 -4.170 3.201
C 7.701 -1.687 1.891
H -7.782 4.363 0.321
B 1.177 0.243 -1.236
C 5.368 -0.359 -0.938
C -6.713 2.539 0.503
O 4.308 0.256 -0.123
O -10.043 3.521 1.279
C -7.789 3.322 0.621
O -5.759 0.406 0.812
C -2.624 -0.105 -1.702
H 6.983 -2.943 0.252
O -4.187 3.088 -1.818
O -3.456 -2.120 -2.597
H 4.401 2.156 -1.297
C -4.018 1.890 -1.998
H 1.694 -1.751 -1.403
H 3.074 2.002 0.032
*
```

Properties
DFT total energy: -43232.1917 eV
gap between HOMO and LUMO: 8.469 eV


The following is a DFT calculation (ωB97M-V/def2-TZVPD) of a cluster of 2 separate species, C21H19Br4N5O3 in total.

```
! wB97M-V def2-TZVPD RIJCOSX def2/J DEFGRID3
* xyz 0 1
N -1.628 -8.604 1.461
C 1.316 -0.276 -0.140
O -2.241 -10.811 1.590
H 2.461 4.604 0.903
C -4.059 -6.836 3.382
H 2.692 0.016 1.448
Br -5.448 -7.387 4.582
N 2.579 6.834 -1.713
H 1.097 -2.258 0.691
H 1.587 8.354 -2.771
H -4.050 -9.740 3.117
C 0.675 5.332 0.552
H 2.787 6.897 -0.729
C -2.011 -6.098 1.578
C 1.670 1.911 -0.918
C -2.238 -7.436 1.900
C -0.458 5.628 -0.412
Br -2.495 -3.264 1.776
C -3.826 -5.479 3.089
C -0.142 -1.972 -1.060
C 0.005 0.231 -2.111
H 3.138 2.390 0.603
C 2.605 8.065 -2.502
C 0.942 0.664 -1.146
C -0.531 -1.071 -2.068
N 1.823 4.786 0.146
H -0.137 6.331 -1.176
H 3.174 7.906 -3.421
H -0.560 -2.968 -1.037
H 3.068 8.871 -1.931
H 2.083 2.917 -2.706
Br -4.896 -4.125 3.924
C -2.319 -9.663 1.979
Br -0.621 -5.646 0.340
C 2.448 1.681 0.168
H 3.341 4.193 -1.127
H 0.567 3.371 -1.974
H -0.297 0.911 -2.893
C 0.790 -1.575 -0.086
C 2.268 5.627 -2.205
H -1.151 -8.690 0.572
C -3.246 -7.800 2.785
C 2.284 4.442 -1.216
O 0.543 5.613 1.732
N 2.230 0.400 0.637
N -3.238 -9.186 2.871
H -1.283 6.068 0.146
C 1.612 3.162 -1.753
H -0.805 4.706 -0.871
O 1.945 5.468 -3.377
H -1.245 -1.384 -2.817
C -2.806 -5.112 2.186
*
```

Properties
DFT total energy: -315850.2413 eV
gap between HOMO and LUMO: 7.851 eV


The following is a DFT calculation (ωB97M-V/def2-TZVPD) of a structure of composition C21H19BrF4MnN4O4P.

```
! wB97M-V def2-TZVPD RIJCOSX def2/J DEFGRID3
* xyz 3 2
C 3.404 -0.767 -2.471
N 2.536 2.754 3.050
N -2.560 2.886 0.225
F 4.599 -0.967 -2.962
C -1.008 -1.529 0.722
H 1.170 4.201 3.366
C -2.741 -1.900 -2.055
H 5.010 1.243 3.272
H 3.971 0.911 4.702
C -2.286 -1.838 1.203
C -1.930 -0.768 -2.097
C 0.834 -0.292 -1.351
C 4.251 0.586 3.701
P -0.873 -0.410 -0.684
O 3.101 0.502 2.846
H -3.841 -1.852 -5.249
H -3.405 -3.062 2.546
O 1.428 1.337 1.724
H -4.057 -3.161 -3.160
H -1.406 4.476 -0.225
C -3.306 -1.545 -4.363
C 0.114 -2.191 1.227
C -2.425 -2.820 2.171
C 2.999 0.514 -2.084
C -2.504 -0.412 -4.397
C -1.798 -0.021 -3.269
H -3.525 3.220 0.251
C -2.411 1.576 -0.049
H -1.816 4.341 1.365
F 2.829 -3.039 -2.698
H 3.213 2.993 3.769
C 1.732 0.759 -1.552
F 3.829 1.532 -2.209
H -2.426 0.167 -5.305
N -1.508 3.794 0.546
H -1.432 -4.288 3.378
C 2.499 -1.829 -2.325
Mn 0.267 2.623 1.029
H -1.168 0.859 -3.297
H 0.819 -3.703 2.557
C -3.433 -2.282 -3.193
F 0.344 -2.534 -1.636
H -3.162 -1.316 0.845
C -0.048 -3.177 2.184
C 2.366 1.513 2.546
N 1.660 3.768 2.573
O -1.071 1.165 -0.104
H 2.221 4.508 2.130
C -1.315 -3.501 2.649
H -2.812 -2.487 -1.155
H 4.634 -0.434 3.748
H 1.104 -1.952 0.869
O -3.276 0.785 -0.246
C 1.249 -1.561 -1.770
Br 1.362 2.623 -1.290
*
```

Properties
DFT total energy: -157728.4825 eV
gap between HOMO and LUMO (alpha / beta): 6.871 / 7.202 eV


The following is a DFT calculation (ωB97M-V/def2-TZVPD) of a structure of composition C21H19F2N5ORuS2.

```
! wB97M-V def2-TZVPD RIJCOSX def2/J DEFGRID3
* xyz 1 2
F -1.285 -2.495 -0.213
C -4.014 0.029 -0.050
H -1.500 0.411 2.771
C 2.531 0.358 -3.325
C 2.733 -2.543 1.638
H -4.685 -0.099 -0.889
C -0.218 3.067 1.004
H 2.181 0.334 -4.347
C 4.209 0.617 -1.648
O -0.239 0.028 -3.821
C -2.069 -0.199 -1.648
H 2.563 -2.394 0.574
C 2.451 -1.282 2.384
C -0.208 -2.032 0.491
C -3.596 0.374 2.275
C -2.247 0.325 1.992
H -0.838 2.511 -0.945
C -1.046 3.293 -0.215
N 1.691 -0.297 1.989
H 4.606 0.717 -3.756
H 3.775 -2.830 1.778
H 5.227 0.801 -1.336
H -3.925 0.513 3.295
C 0.993 3.188 3.111
N -0.630 -0.087 -1.563
S 0.037 4.271 2.196
H 2.108 -3.362 1.994
C 1.747 0.765 2.875
C 1.608 0.177 -2.316
H -2.471 0.553 -2.335
H 1.435 3.479 4.049
C 3.859 0.573 -2.987
C 3.227 0.418 -0.692
N -1.780 0.150 0.753
N 1.953 0.184 -1.012
S 3.221 -0.995 3.891
H -2.108 3.263 0.034
H -2.373 -1.177 -2.029
H 2.697 1.225 4.795
H -5.563 0.235 1.419
H -0.831 4.261 -0.666
H 0.625 -2.692 0.246
H 3.458 0.441 0.364
N 0.385 1.942 1.284
F -0.505 -2.206 1.818
C 0.139 0.025 -2.665
C 2.507 0.552 3.977
C -2.647 0.000 -0.269
C 1.065 1.990 2.478
C -4.498 0.216 1.233
Ru 0.224 -0.033 0.169
*
```

Properties
DFT total energy: -61267.6580 eV
gap between HOMO and LUMO (alpha / beta): 8.011 / 7.866 eV


The following is a DFT calculation (ωB97M-V/def2-TZVPD) of an isolated molecule of C21H19F2N7O.

```
! wB97M-V def2-TZVPD RIJCOSX def2/J DEFGRID3
* xyz 0 1
H 0.184 -2.065 1.378
H 1.738 -5.282 -0.284
C 0.800 1.541 -0.484
C -3.067 -1.917 -1.817
C 0.493 4.361 -2.558
H -0.728 6.073 -2.408
H -3.486 -2.106 -2.792
H -0.350 -4.516 -0.278
C -2.192 -1.464 0.781
H -0.082 -4.397 1.491
H 3.821 0.229 3.437
H 1.294 0.458 -2.295
C 0.221 -4.022 0.510
C 1.478 1.338 0.677
N 1.545 -0.669 -0.494
H -2.345 4.861 1.235
H -0.242 -0.023 -1.557
N 1.872 -0.001 0.722
C -3.466 -1.046 0.433
N -2.173 3.941 1.635
C 2.593 1.887 2.597
N 1.836 2.307 1.605
N -1.032 4.805 -0.740
N 1.173 -2.050 -0.460
H -1.917 -1.243 1.795
H 2.275 -4.263 1.117
C 2.803 -0.423 1.680
C -3.912 -1.331 -0.859
C 3.139 0.506 2.648
H 0.840 4.611 -3.548
H 2.090 -3.390 -1.798
C 0.024 -2.486 0.400
H 3.143 -2.837 -0.437
O -1.532 1.902 1.313
H -4.926 -1.062 -1.140
C -1.327 -2.068 -0.158
F -4.272 -0.393 1.331
H -2.846 3.535 2.266
F -0.975 -2.825 -2.472
N 0.874 3.173 -2.081
C -0.460 5.139 -1.918
C 0.772 0.290 -1.313
C 1.677 -4.287 0.193
C -0.687 3.590 -0.253
H 2.838 2.591 3.395
C -1.749 -2.260 -1.506
C 0.296 2.769 -0.940
C -1.393 3.063 0.921
H 3.236 -1.392 1.739
C 2.109 -3.153 -0.708
*
```

Properties
DFT total energy: -39994.8683 eV
gap between HOMO and LUMO: 6.718 eV


The following is a DFT calculation (ωB97M-V/def2-TZVPD) of a structure of composition C21H19F4IrN3.

```
! wB97M-V def2-TZVPD RIJCOSX def2/J DEFGRID3
* xyz 2 2
H -0.537 -2.523 -1.911
H 5.615 0.223 0.373
C 0.413 0.066 -5.180
H -1.688 -1.932 -0.679
C -0.799 -2.538 -0.857
H 4.272 0.122 -3.679
H 0.396 -1.197 3.283
H 1.808 -2.640 -1.446
C 1.598 0.065 -4.466
C 1.088 3.701 1.787
N 0.727 0.092 1.620
C 1.559 2.826 3.971
H 0.176 -3.210 1.681
N 0.378 -0.031 -2.432
H -1.743 0.047 -5.021
F 1.903 3.002 5.230
H 6.106 0.212 -2.049
H -1.009 -3.563 -0.547
H 0.431 0.100 -6.261
N 0.345 -2.004 -0.061
C -0.797 0.033 -4.499
Ir 0.514 0.007 -0.357
C 0.961 1.289 2.182
F 0.969 4.718 0.957
C 0.861 2.431 1.343
H -1.052 -1.952 1.513
C 4.046 0.120 -2.621
F 1.475 0.520 4.362
C 1.563 0.025 -3.080
C 1.556 -2.805 -0.402
H 3.309 0.125 1.176
H 2.546 0.105 -4.982
C 0.807 -1.212 2.275
F 0.491 2.241 0.029
C 1.443 3.913 3.121
C 2.459 0.065 -0.809
C 5.083 0.173 -1.703
C 3.492 0.122 0.109
C 1.329 1.535 3.526
H 1.333 -3.859 -0.235
C 0.010 -2.170 1.402
H 1.861 -1.498 2.349
C 2.726 0.066 -2.185
H 1.626 4.916 3.485
C 4.807 0.178 -0.345
H -1.686 -0.039 -2.542
H 2.392 -2.497 0.219
C -0.772 -0.014 -3.123
*
```

Properties
DFT total energy: -40248.3956 eV
gap between HOMO and LUMO (alpha / beta): 8.051 / 5.788 eV